The following is a DFT calculation (ωB97M-V/def2-TZVPD) of a structure of composition C52H33F5I4N6STl in a non-equilibrium geometry.

Output
Relative energy (zero: lowest compared OMol25 entry of this formula, charge and spin) in kcal per mole: 1.9
DFT total energy in eV: -124911.4542
Frontier orbital gap (spin up / spin down) in eV: 5.6 / 5.5

Geometry as ORCA input:
```
! RIJCOSX wB97M-V def2-TZVPD def2/J DEFGRID3
* xyz 1 1
Tl 0.225 0.022 -0.508
I 0.581 -7.941 -6.288
C 0.730 -6.193 -5.193
C 0.134 -5.004 -5.632
C 0.186 -3.890 -4.793
C 0.820 -3.971 -3.568
C 1.526 -5.136 -3.236
C 1.505 -6.238 -4.039
C 0.827 -2.867 -2.571
C 1.712 -1.796 -2.777
C 2.685 -1.688 -3.847
C 3.365 -0.473 -3.642
C 2.838 0.059 -2.401
C 3.450 1.220 -1.798
C 4.403 2.003 -2.658
C 3.918 3.068 -3.443
C 4.722 3.760 -4.374
C 6.064 3.387 -4.393
I 7.352 4.226 -5.787
C 6.586 2.396 -3.585
C 5.738 1.659 -2.786
C 3.167 1.634 -0.556
N 2.090 1.162 0.247
C 2.102 1.904 1.395
C 1.220 1.848 2.438
C 1.243 2.927 3.527
C 1.637 2.646 4.852
C 1.517 3.654 5.810
C 1.036 4.913 5.475
I 0.589 6.279 7.006
C 0.757 5.217 4.163
C 0.856 4.217 3.229
C 0.299 0.777 2.667
C -0.335 0.444 3.902
C -1.079 -0.704 3.742
C -0.886 -1.107 2.348
N -0.030 -0.195 1.775
C -1.352 -2.283 1.738
C -0.991 -2.772 0.474
C -1.440 -4.030 -0.015
C -0.764 -4.276 -1.193
C -0.002 -3.109 -1.440
N -0.187 -2.180 -0.424
C -2.154 -3.237 2.579
C -1.473 -4.070 3.461
C -2.247 -4.891 4.313
C -3.652 -4.882 4.210
I -4.742 -6.171 5.415
C -4.311 -4.013 3.375
C -3.567 -3.249 2.498
C 3.211 2.891 1.331
C 3.809 2.747 0.143
N 1.849 -0.703 -1.940
H -0.486 -5.005 -6.519
H -0.288 -2.978 -5.162
H 2.069 -5.167 -2.267
H 2.119 -7.090 -3.807
H 2.830 -2.409 -4.625
H 4.183 -0.061 -4.199
H 2.879 3.332 -3.471
H 4.396 4.568 -5.011
H 7.672 2.181 -3.699
H 6.124 0.879 -2.174
H 2.076 1.709 5.135
H 1.782 3.436 6.869
H 0.438 6.196 3.887
H 0.614 4.435 2.161
H -0.124 0.906 4.844
H -1.645 -1.231 4.502
H -2.126 -4.721 0.539
H -0.793 -5.177 -1.867
H -0.409 -4.050 3.480
H -1.712 -5.564 5.029
H -5.365 -3.938 3.395
H -4.042 -2.645 1.716
H 3.410 3.502 2.173
H 4.593 3.350 -0.324
F -5.855 0.237 -3.967
C -4.804 0.659 -3.263
C -4.481 -0.008 -2.102
F -5.274 -0.969 -1.635
C -3.339 0.425 -1.464
F -3.062 -0.193 -0.303
C -2.500 1.424 -1.954
S -1.073 2.004 -1.115
C -2.909 2.075 -3.132
F -2.131 3.041 -3.580
C -4.059 1.726 -3.798
F -4.387 2.347 -4.922
N -2.356 2.981 3.644
C -3.545 2.221 3.169
C -3.426 2.128 1.665
N -3.081 3.413 1.056
H -2.568 3.647 4.393
H -2.125 3.576 2.794
H -1.569 2.420 3.926
H -4.447 2.773 3.471
H -3.564 1.263 3.645
H -4.312 1.714 1.191
H -2.611 1.417 1.511
H -2.383 3.247 0.276
H -3.872 3.983 0.664
*
```

The following is a DFT calculation (ωB97M-V/def2-TZVPD) of the ion C8H15N2O with charge +1 in a non-equilibrium geometry.

Output
Relative energy (zero: lowest compared OMol25 entry of this formula, charge and spin) in kcal per mole: 59.0
DFT total energy in eV: -13553.3342
Frontier orbital gap (spin up / spin down) in eV: 6.9 / 6.6

Geometry as ORCA input:
```
! RIJCOSX wB97M-V def2-TZVPD def2/J DEFGRID3
* xyz 1 3
C -1.223 -1.673 0.925
C -1.213 -0.399 1.170
C -1.791 -1.162 -1.430
C -1.200 -2.114 -0.472
C -1.419 0.639 0.032
C 3.399 -0.029 0.245
C 2.007 0.474 0.658
C 1.236 0.982 -0.574
N -1.911 0.109 -1.129
N -2.262 1.831 0.195
O -0.075 1.485 -0.326
H -1.140 -2.460 1.655
H -1.093 0.025 2.186
H -2.112 -1.496 -2.430
H -0.155 -2.120 -0.788
H -1.747 -3.079 -0.687
H 3.429 -0.549 -0.670
H 4.111 0.781 0.114
H 3.728 -0.779 0.877
H 2.241 1.419 1.312
H 1.376 -0.207 1.177
H 1.692 1.808 -1.080
H 1.297 0.251 -1.420
H -2.532 2.012 1.223
H -3.052 1.575 -0.531
H -1.588 2.673 -0.230
*
```

The following is a DFT calculation (ωB97M-V/def2-TZVPD) of a cluster of 12 separate species, C12H48O12 in total in a non-equilibrium geometry.

Output
Relative energy (zero: lowest compared OMol25 entry of this formula, charge and spin) in kcal per mole: 179.1
SMILES: CO.CO.CO.CO.CO.CO.CO.CO.CO.CO.CO.CO
DFT total energy in eV: -37784.7463
Frontier orbital gap in eV: 10.3

Geometry as ORCA input:
```
! RIJCOSX wB97M-V def2-TZVPD def2/J DEFGRID3
* xyz 0 1
C -4.981 -1.343 -3.342
O -5.024 -0.328 -2.359
H -4.388 -1.056 -4.211
H -4.620 -2.320 -3.020
H -5.991 -1.533 -3.705
H -5.540 0.381 -2.750
C 4.414 -3.459 0.751
O 5.360 -4.472 0.836
H 4.274 -3.046 1.750
H 4.629 -2.674 0.026
H 3.503 -3.938 0.393
H 6.158 -4.127 1.243
C 2.649 4.727 3.279
O 3.817 5.169 3.961
H 2.777 3.658 3.112
H 1.711 4.846 3.820
H 2.504 5.232 2.324
H 4.561 5.111 3.357
C -0.255 -2.248 -7.038
O -0.871 -2.955 -8.108
H 0.100 -1.261 -7.333
H -0.857 -2.093 -6.143
H 0.660 -2.772 -6.760
H -1.785 -2.665 -8.147
C -2.469 3.526 1.728
O -2.407 4.865 2.187
H -3.370 3.323 1.150
H -1.550 3.401 1.155
H -2.395 2.812 2.548
H -1.975 5.429 1.542
C -4.156 -5.078 1.016
O -3.439 -6.289 0.938
H -5.195 -5.318 0.786
H -4.057 -4.847 2.076
H -3.543 -4.368 0.461
H -3.869 -6.928 1.512
C -0.188 -0.825 -0.602
O 0.849 -0.088 -0.050
H -0.250 -0.605 -1.668
H 0.145 -1.849 -0.437
H -1.181 -0.600 -0.211
H 0.709 -0.184 0.895
C 1.285 -0.296 5.333
O 0.430 -0.567 4.231
H 1.182 0.747 5.635
H 0.966 -0.940 6.152
H 2.308 -0.620 5.143
H -0.436 -0.822 4.558
C -0.774 3.223 -4.773
O 0.321 3.872 -4.169
H -1.270 3.764 -5.579
H -0.358 2.303 -5.183
H -1.450 2.913 -3.977
H 0.942 3.205 -3.868
C 6.281 0.428 3.415
O 6.510 -0.389 4.571
H 5.210 0.473 3.212
H 6.599 1.463 3.535
H 6.724 -0.034 2.533
H 6.333 0.099 5.379
C 5.172 1.967 -2.138
O 3.904 1.645 -2.673
H 5.871 2.243 -2.927
H 5.038 2.727 -1.368
H 5.737 1.148 -1.692
H 3.361 1.364 -1.933
C -7.692 -0.579 1.748
O -6.308 -0.410 1.788
H -8.143 -1.452 1.276
H -8.191 -0.505 2.714
H -8.117 0.246 1.177
H -5.902 -0.425 0.918
*
```

The following is a DFT calculation (ωB97M-V/def2-TZVPD) of a structure of composition C31H55AuB11Br6N4O3SbSi3 in a non-equilibrium geometry.

Output
Relative energy (zero: lowest compared OMol25 entry of this formula, charge and spin) in kcal per mole: 0.0
DFT total energy in eV: -506698.9763
Frontier orbital gap in eV: 4.1

Geometry as ORCA input:
```
! RIJCOSX wB97M-V def2-TZVPD def2/J DEFGRID3
* xyz 2 1
Au -0.567 -1.980 -0.064
Br -0.410 -1.408 2.637
B -1.404 -2.925 3.434
B -1.116 -3.385 5.105
C -1.368 -5.058 5.123
B -0.557 -4.423 3.787
B -1.699 -5.756 3.610
B -2.961 -5.546 4.828
B -2.604 -4.077 5.752
B -2.676 -2.685 4.643
Br -3.182 -0.901 5.218
B -3.843 -4.041 4.492
Br -5.717 -3.826 4.883
B -3.274 -5.088 3.142
Br -4.499 -6.053 1.997
B -1.776 -4.377 2.516
Br -1.261 -4.525 0.603
B -3.109 -3.310 3.025
Br -4.172 -2.285 1.772
H -0.331 -2.856 5.823
H -0.786 -5.639 5.821
H 0.609 -4.593 3.626
H -1.296 -6.833 3.319
H -3.426 -6.496 5.360
H -2.811 -4.020 6.916
C 0.502 1.517 -3.501
Sb 0.633 0.959 -1.467
C -0.077 -1.067 -1.887
C 0.957 -2.054 -2.127
C 2.320 -1.794 -2.370
C 3.165 -2.858 -2.591
C 2.656 -4.149 -2.494
C 1.296 -4.343 -2.206
N 0.458 -3.326 -2.062
Si -1.717 -1.391 -3.000
C -2.710 -2.800 -2.335
C -1.007 -1.694 -4.682
C -2.857 0.068 -3.117
C 2.489 1.693 -0.550
C 3.050 0.343 -0.100
C 4.416 0.155 0.128
C 4.877 -1.063 0.598
C 3.977 -2.086 0.854
C 2.646 -1.845 0.599
N 2.183 -0.667 0.123
Si 2.306 2.756 1.111
C 2.003 4.537 0.741
C 1.012 1.941 2.166
C 3.897 2.590 2.030
Si 3.519 2.661 -1.895
C 5.045 3.385 -1.137
C 4.006 1.436 -3.205
C 2.559 4.092 -2.593
H -0.544 1.706 -3.742
H 0.875 0.685 -4.102
H 1.092 2.409 -3.662
H 2.711 -0.780 -2.409
H 4.214 -2.690 -2.814
H 3.301 -5.010 -2.648
H 0.873 -5.342 -2.136
H -2.128 -3.708 -2.184
H -3.498 -3.010 -3.075
H -3.210 -2.529 -1.392
H -0.134 -2.358 -4.681
H -0.740 -0.758 -5.186
H -1.794 -2.179 -5.278
H -3.654 0.001 -2.367
H -3.334 -0.001 -4.105
H -2.398 1.060 -3.057
H 5.110 0.966 -0.044
H 5.938 -1.209 0.772
H 4.301 -3.048 1.230
H 1.913 -2.623 0.780
H 1.216 4.706 0.006
H 2.919 5.019 0.381
H 1.719 5.041 1.676
H 0.211 1.453 1.608
H 0.549 2.666 2.847
H 1.488 1.171 2.784
H 4.759 3.028 1.512
H 4.127 1.550 2.279
H 3.769 3.134 2.977
H 5.762 2.666 -0.729
H 4.808 4.117 -0.357
H 5.555 3.924 -1.949
H 4.450 0.531 -2.770
H 4.768 1.893 -3.851
H 3.169 1.147 -3.857
H 3.046 5.023 -2.273
H 1.517 4.142 -2.266
H 2.585 4.076 -3.694
C -3.015 4.176 -2.833
C -2.759 4.715 -1.424
C -2.481 3.623 -0.384
C -2.194 4.282 1.016
C -2.456 3.419 2.255
C -3.702 2.726 -0.221
O -4.820 3.142 -0.201
N -3.459 1.343 -0.006
C -2.284 0.703 -0.175
O -2.203 -0.511 0.052
N -1.217 1.463 -0.644
C -1.267 2.835 -0.790
O -0.234 3.314 -1.270
H -3.247 4.992 -3.516
H -3.866 3.488 -2.850
H -2.133 3.660 -3.236
H -3.630 5.262 -1.071
H -1.907 5.397 -1.426
H -2.831 5.165 1.054
H -1.157 4.631 1.001
H -3.520 3.212 2.384
H -2.126 3.954 3.146
H -1.925 2.464 2.238
H -4.245 0.768 0.278
*
```

The following is a DFT calculation (ωB97M-V/def2-TZVPD) of a cluster of 2 separate species, C27H22Br2IO4 in total in a non-equilibrium geometry.

Output
Relative energy (zero: lowest compared OMol25 entry of this formula, charge and spin) in kcal per mole: 0.1
DFT total energy in eV: -184722.0199
Frontier orbital gap in eV: 5.4

Geometry as ORCA input:
```
! RIJCOSX wB97M-V def2-TZVPD def2/J DEFGRID3
* xyz 1 1
Br 6.276 -4.758 3.921
C 4.954 -3.539 3.344
C 5.331 -2.358 2.677
C 4.351 -1.469 2.248
C 2.967 -1.736 2.451
C 1.977 -0.819 1.973
C 0.618 -1.099 1.903
C -0.351 -0.190 1.499
C -1.736 -0.372 1.830
C -2.569 0.733 2.163
C -3.864 0.540 2.641
C -4.375 -0.764 2.763
Br -6.157 -1.030 3.323
C -3.584 -1.873 2.416
C -2.293 -1.675 1.938
C 2.618 -2.929 3.145
C 3.597 -3.817 3.586
H 6.384 -2.153 2.493
H 4.634 -0.557 1.722
H 2.318 0.180 1.686
H 0.290 -2.092 2.226
H -0.046 0.775 1.100
H -2.153 1.740 2.088
H -4.484 1.392 2.913
H -3.986 -2.878 2.509
H -1.685 -2.526 1.630
H 1.569 -3.151 3.340
H 3.315 -4.727 4.110
C -3.062 0.475 -2.886
C -2.217 -0.626 -3.502
C -2.974 -1.432 -4.565
O -1.068 -0.065 -4.190
C -0.176 0.585 -3.365
O 0.482 1.504 -3.816
C -0.067 0.086 -1.977
I 1.782 0.561 -1.161
C 1.549 2.730 -1.304
C 2.417 3.392 -2.167
C 2.310 4.785 -2.311
C 1.324 5.482 -1.598
C 0.437 4.796 -0.760
C 0.539 3.398 -0.621
C -0.692 -1.198 -1.703
O -0.337 -1.986 -0.845
O -1.764 -1.558 -2.500
H -2.472 1.080 -2.187
H -3.447 1.112 -3.691
H -3.906 0.020 -2.357
H -2.292 -2.149 -5.032
H -3.807 -1.973 -4.110
H -3.356 -0.760 -5.337
H 3.153 2.829 -2.740
H 2.995 5.309 -2.984
H 1.244 6.567 -1.709
H -0.339 5.336 -0.218
H -0.170 2.854 -0.003
*
```

The following is a DFT calculation (ωB97M-V/def2-TZVPD) of a structure of composition C24H35OTc in a non-equilibrium geometry.

Output
DFT total energy in eV: -29688.5865
Frontier orbital gap (spin up / spin down) in eV: 6.9 / 6.4

Geometry as ORCA input:
```
! RIJCOSX wB97M-V def2-TZVPD def2/J DEFGRID3
* xyz 1 4
C -0.468 0.117 2.487
C -1.248 0.936 1.598
C -0.354 1.818 0.898
C 0.984 1.546 1.349
C 0.921 0.475 2.318
Tc 0.193 -0.276 0.472
C 2.577 -0.202 -2.575
C 2.159 -1.060 -1.507
H 1.447 -1.943 -1.709
C 2.195 -0.686 -0.051
H 2.896 0.149 0.095
H 2.542 -1.534 0.564
C 1.977 -0.731 -3.908
H 1.131 -1.446 -3.667
H 1.473 0.130 -4.392
H 2.654 -1.209 -4.623
C 2.361 1.307 -2.369
H 1.554 1.451 -1.572
H 3.206 1.966 -2.136
H 1.840 1.683 -3.275
C -2.724 0.889 1.483
H -3.070 -0.148 1.492
H -3.201 1.416 2.320
H -3.039 1.319 0.537
C -0.772 2.879 -0.057
H -1.596 2.509 -0.674
H -1.111 3.774 0.482
H 0.051 3.164 -0.720
C 2.194 2.383 1.087
H 2.074 2.961 0.169
H 2.356 3.083 1.918
H 3.092 1.768 1.003
C 2.051 -0.072 3.120
H 3.005 0.106 2.618
H 2.087 0.403 4.109
H 1.934 -1.150 3.275
C -1.011 -0.807 3.521
H -0.250 -1.523 3.852
H -1.338 -0.240 4.406
H -1.879 -1.355 3.137
C -2.535 0.111 -1.549
C -1.678 0.305 -2.682
C -3.867 0.615 -1.901
C -1.715 1.530 -3.426
H -0.768 -0.120 -3.185
C -3.982 1.704 -2.835
H -4.761 0.241 -1.561
C -2.889 2.209 -3.504
H -0.751 1.801 -3.950
H -4.922 2.175 -3.031
H -2.830 3.115 -4.165
C 1.450 -3.723 1.603
C 0.079 -3.218 1.375
C -1.043 -4.033 1.904
O -0.153 -2.186 0.672
H 1.374 -4.729 2.036
H 2.004 -3.093 2.319
H 2.023 -3.775 0.666
H -0.915 -4.170 2.989
H -2.016 -3.573 1.698
H -0.999 -5.036 1.455
*
```

> Among the records above, which one has the highest DFT total energy?

C8H15N2O